Formula: C41H59Br2NO6S
Source: the Open Molecules 2025 dataset
Level of theory: ωB97M-V/def2-TZVPD

Results
* SMILES: CCCCCCCCCCCCCCCCCCCCc1ccc2c(c1)Nc1cccc(/C(Br)=C(\C)Br)c1S2.O=C1OCCO1.O=C1OCCO1
* E_HOMO: -7.06 eV
* molar mass: 853.80 u
* orbital gap: 0.2500 Eh
* max |F|: 5.60 eV Å⁻¹
* lowest unoccupied orbital energy: -0.26 eV

Geometry (Å):
C 13.511 -3.616 2.212
C 12.657 -3.882 0.822
C 11.701 -2.572 0.564
C 12.218 -1.706 -0.737
C 11.754 -0.114 -0.705
C 10.288 0.024 -1.455
C 9.083 0.365 -0.382
C 8.263 1.770 -0.746
C 7.033 1.547 -1.811
C 5.532 1.844 -1.187
C 5.420 3.248 -0.342
C 3.828 3.457 0.056
C 3.374 5.011 -0.225
C 1.942 5.293 0.573
C 0.786 4.179 0.194
C -0.672 4.969 0.145
C -1.904 3.888 0.215
C -3.014 4.029 -0.985
C -4.482 4.628 -0.469
C -5.120 3.718 0.736
C -6.558 2.978 0.323
C -7.652 3.635 -0.717
C -9.058 2.784 -0.976
C -9.337 1.324 -0.213
C -8.257 0.651 0.810
C -6.855 1.535 1.046
N -8.362 -0.617 1.594
C -9.600 -1.426 1.380
C -9.676 -2.869 2.227
C -10.963 -3.884 2.175
C -12.255 -3.466 1.257
C -12.254 -2.081 0.367
C -13.577 -1.720 -0.539
Br -14.625 -0.002 -0.239
C -14.099 -2.629 -1.595
C -13.424 -4.062 -2.015
Br -15.748 -2.082 -2.665
C -10.911 -1.089 0.469
S -10.971 0.483 -0.537
H 14.435 -4.330 2.341
H 12.850 -3.723 3.176
H 13.921 -2.516 2.171
H 13.461 -4.058 -0.039
H 12.057 -4.897 0.915
H 10.605 -2.963 0.439
H 11.796 -1.881 1.510
H 13.405 -1.805 -0.759
H 11.819 -2.267 -1.698
H 12.538 0.481 -1.366
H 11.750 0.201 0.423
H 10.250 0.866 -2.277
H 10.022 -1.004 -1.996
H 8.263 -0.474 -0.293
H 9.587 0.571 0.679
H 9.036 2.495 -1.243
H 7.935 2.215 0.294
H 7.031 0.397 -2.114
H 7.251 2.139 -2.814
H 4.792 1.942 -2.115
H 5.139 0.925 -0.540
H 5.993 3.131 0.691
H 5.892 4.181 -0.874
H 3.204 2.651 -0.521
H 3.698 3.237 1.221
H 4.257 5.694 0.190
H 3.210 5.129 -1.380
H 2.075 5.266 1.750
H 1.537 6.349 0.195
H 0.762 3.382 1.073
H 0.943 3.660 -0.848
H -0.809 5.644 -0.802
H -0.689 5.657 1.120
H -1.464 2.781 0.156
H -2.370 3.978 1.310
H -3.258 2.946 -1.420
H -2.547 4.734 -1.808
H -4.217 5.685 0.019
H -5.223 4.852 -1.346
H -4.372 2.818 0.955
H -5.207 4.317 1.752
H -7.428 4.677 -1.208
H -9.847 3.294 -1.702
H -6.038 1.101 1.801
H -8.343 -0.356 2.604
H -8.748 -3.172 2.906
H -10.890 -4.862 2.854
H -13.178 -4.223 1.274
H -14.299 -4.712 -2.502
H -12.628 -3.935 -2.891
H -13.012 -4.701 -1.126
O 8.745 1.314 -4.495
C 8.432 0.197 -4.871
O 7.146 -0.218 -5.069
C 7.215 -1.476 -5.713
C 8.567 -1.985 -5.330
O 9.321 -0.800 -5.149
H 6.411 -2.133 -5.368
H 7.115 -1.327 -6.793
H 8.553 -2.542 -4.387
H 9.012 -2.612 -6.107
O -8.230 -4.204 4.452
C -8.735 -5.172 4.994
O -8.090 -5.983 5.884
C -9.068 -6.836 6.447
C -10.146 -6.853 5.412
O -10.019 -5.588 4.790
H -8.654 -7.831 6.632
H -9.406 -6.409 7.396
H -9.993 -7.634 4.660
H -11.141 -6.971 5.850



Formula: C8H16N2
Source: the Open Molecules 2025 dataset
Level of theory: ωB97M-V/def2-TZVPD

Results
* SMILES: Cc1c[nH]cn1.CC(C)C
* E_HOMO: -8.64 eV
* molar mass: 140.23 u
* orbital gap: 0.3477 Eh
* max |F|: 2.40 eV Å⁻¹
* lowest unoccupied orbital energy: 0.82 eV

Geometry (Å):
C -1.252 2.759 1.599
C -1.746 2.184 0.306
C -2.263 0.963 0.010
N -1.991 0.723 -1.347
C -1.343 1.837 -1.780
N -1.153 2.735 -0.857
H -0.605 2.013 2.072
H -2.004 2.835 2.380
H -0.564 3.580 1.370
H -2.679 0.290 0.743
H -2.395 -0.029 -1.872
H -0.885 1.919 -2.750
C 1.213 -1.450 1.447
C 0.911 -1.596 -0.030
C 1.245 -0.320 -0.846
C 1.737 -2.731 -0.644
H 0.995 -2.396 2.021
H 0.643 -0.731 2.047
H 2.276 -1.356 1.684
H -0.154 -1.870 -0.137
H 0.866 0.598 -0.350
H 2.329 -0.256 -0.867
H 0.780 -0.545 -1.821
H 1.787 -3.610 0.011
H 1.434 -2.996 -1.654
H 2.820 -2.549 -0.735



Formula: C4H11Cl2N3O6
Source: the Open Molecules 2025 dataset
Level of theory: ωB97M-V/def2-TZVPD

Results
* SMILES: C[N+](=O)[O-].C[N+](=O)[O-].C[N+](=O)[O-].ClCCl
* E_HOMO: -11.13 eV
* molar mass: 268.05 u
* orbital gap: 0.4077 Eh
* max |F|: 1.22 eV Å⁻¹
* lowest unoccupied orbital energy: -0.03 eV

Geometry (Å):
C 1.948 1.517 4.422
N 1.717 0.353 3.546
O 2.469 -0.582 3.681
O 0.796 0.376 2.764
H 1.214 2.276 4.168
H 2.942 1.941 4.323
H 1.804 1.164 5.439
C -2.522 -1.062 -4.186
N -3.417 -2.110 -4.747
O -3.859 -1.960 -5.864
O -3.578 -3.108 -4.069
H -2.817 -0.874 -3.155
H -2.759 -0.148 -4.721
H -1.516 -1.461 -4.215
C 1.847 0.105 -0.527
N 3.178 0.543 -0.046
O 4.123 0.388 -0.786
O 3.227 1.060 1.056
H 1.131 0.220 0.280
H 1.887 -0.950 -0.781
H 1.561 0.756 -1.348
Cl -3.100 0.087 2.114
C -1.742 0.312 1.012
Cl -2.328 0.473 -0.663
H -1.173 1.191 1.298
H -1.033 -0.508 1.003



Formula: C19H35ClMgN4O5
Source: the Open Molecules 2025 dataset
Level of theory: ωB97M-V/def2-TZVPD

Results
* E_HOMO: -7.83 eV
* molar mass: 459.27 u
* orbital gap: 0.3019 Eh
* max |F|: 7.48 eV Å⁻¹
* lowest unoccupied orbital energy: 0.38 eV

Geometry (Å):
Mg -5.565 -1.054 10.289
Cl -5.588 -0.518 13.968
O -5.725 0.819 14.505
O -4.389 -1.055 14.521
O -6.742 -1.186 14.323
O -5.593 -0.293 12.577
C -7.903 -2.856 7.894
C -6.690 -2.016 7.480
C -7.198 -0.917 6.515
O -5.864 -1.641 8.528
H -7.631 -3.854 8.237
H -8.643 -2.988 7.104
H -8.384 -2.305 8.702
H -6.107 -2.669 6.831
H -7.887 -0.202 6.966
H -7.463 -1.210 5.499
H -6.404 -0.192 6.334
C -0.253 -0.390 12.842
C -1.303 0.655 12.481
C -1.420 0.722 10.985
C -2.616 0.218 10.499
N -3.641 -0.220 10.087
H -0.690 -1.345 12.549
H 0.163 -0.364 13.849
H 0.623 -0.275 12.204
H -0.803 1.553 12.843
H -2.286 0.667 12.951
H -0.621 0.151 10.511
H -1.293 1.771 10.718
C -3.400 2.221 7.501
C -4.653 1.977 6.799
C -5.813 2.367 7.695
C -6.048 1.705 8.955
N -6.259 1.090 9.948
H -2.565 2.129 6.806
H -3.286 1.465 8.278
H -3.298 3.187 7.996
H -4.629 0.927 6.504
H -4.643 2.596 5.902
H -6.711 2.564 7.111
H -5.582 3.353 8.097
C -5.049 -5.889 13.798
C -5.086 -6.419 12.306
C -4.100 -5.557 11.521
C -4.657 -4.222 11.247
N -5.135 -3.186 11.038
H -4.130 -6.321 14.194
H -5.769 -6.410 14.430
H -5.029 -4.804 13.892
H -6.089 -6.407 11.881
H -4.830 -7.478 12.352
H -3.940 -6.124 10.604
H -3.109 -5.608 11.972
C -9.095 -5.386 10.641
C -9.179 -4.702 11.966
C -9.408 -3.160 11.943
C -8.359 -2.249 11.406
N -7.564 -1.576 10.903
H -9.904 -5.131 9.956
H -9.086 -6.476 10.663
H -8.158 -5.134 10.145
H -8.340 -4.974 12.607
H -10.020 -4.986 12.597
H -9.753 -2.803 12.913
H -10.338 -2.960 11.411



Formula: C3H4S3
Source: the Open Molecules 2025 dataset
Level of theory: ωB97M-V/def2-TZVPD

Results
* SMILES: C#CC(S)(S)S
* E_HOMO: -9.14 eV
* molar mass: 136.27 u
* orbital gap: 0.3519 Eh
* max |F|: 1.97 eV Å⁻¹
* lowest unoccupied orbital energy: 0.44 eV

Geometry (Å):
C -2.011 0.227 0.022
C -0.822 0.275 0.087
C 0.582 0.107 -0.100
S 1.217 -0.294 1.545
S 0.986 -1.384 -1.109
S 1.291 1.758 -0.847
H -3.042 0.210 -0.006
H 0.656 -1.570 1.611
H -0.242 -1.646 -1.582
H 1.385 2.318 0.380



Formula: C25H54INO8
Source: the Open Molecules 2025 dataset
Level of theory: ωB97M-V/def2-TZVPD

Results
* SMILES: O=C(I)OCc1ccccn1.CC(C)O.CC(C)O.CC(C)O.CC(C)O.CC(C)O.CC(C)O
* E_HOMO: -9.40 eV
* molar mass: 623.61 u
* orbital gap: 0.3537 Eh
* max |F|: 2.97 eV Å⁻¹
* lowest unoccupied orbital energy: 0.22 eV

Geometry (Å):
O 1.152 1.523 2.148
C 1.308 2.436 1.408
I 2.827 2.263 -0.116
O 0.538 3.587 1.459
C -0.503 3.477 0.438
C -1.578 2.386 0.795
C -1.378 1.070 0.209
C -2.353 0.021 0.563
C -3.454 0.420 1.460
C -3.465 1.800 1.927
N -2.584 2.784 1.613
H -0.049 3.313 -0.574
H -0.991 4.488 0.402
H -0.515 0.841 -0.454
H -2.253 -1.018 0.162
H -4.243 -0.292 1.781
H -4.296 2.081 2.627
C 2.920 -1.707 2.495
C 3.721 -2.050 1.248
C 4.516 -3.332 1.435
O 4.614 -0.977 0.945
H 3.582 -1.550 3.351
H 2.363 -0.779 2.350
H 2.213 -2.503 2.742
H 3.045 -2.158 0.396
H 5.233 -3.231 2.256
H 5.094 -3.558 0.537
H 3.858 -4.178 1.650
H 5.216 -0.872 1.692
C 7.999 -2.764 -2.214
C 6.823 -3.599 -2.696
C 6.159 -2.969 -3.910
O 5.868 -3.728 -1.644
H 7.669 -1.764 -1.915
H 8.460 -3.222 -1.336
H 8.758 -2.662 -2.993
H 7.165 -4.606 -2.946
H 5.768 -1.976 -3.668
H 5.310 -3.572 -4.240
H 6.862 -2.873 -4.740
H 5.557 -2.842 -1.414
C -4.327 3.629 -3.770
C -3.854 3.560 -2.326
C -4.839 4.237 -1.387
O -2.578 4.190 -2.212
H -4.418 4.669 -4.100
H -3.605 3.148 -4.433
H -5.295 3.138 -3.892
H -3.725 2.515 -2.031
H -4.948 5.297 -1.636
H -4.481 4.188 -0.356
H -5.823 3.765 -1.438
H -2.677 5.115 -2.469
C -1.919 4.693 4.169
C -2.187 5.866 5.099
C -1.106 6.928 4.975
O -2.247 5.402 6.448
H -0.968 4.210 4.416
H -2.695 3.934 4.275
H -1.885 5.014 3.127
H -3.160 6.304 4.865
H -0.128 6.521 5.250
H -1.305 7.760 5.656
H -1.048 7.317 3.956
H -1.391 5.013 6.665
C -2.312 -4.418 1.606
C -1.508 -4.765 0.363
C -0.726 -6.056 0.551
O -0.603 -3.698 0.069
H -1.653 -4.270 2.467
H -2.859 -3.484 1.461
H -3.027 -5.208 1.847
H -2.179 -4.863 -0.492
H -0.014 -5.963 1.376
H -0.146 -6.286 -0.345
H -1.394 -6.894 0.760
H -0.003 -3.601 0.819
C -1.904 -3.104 -4.290
C -2.177 -1.935 -3.356
C -1.099 -0.868 -3.476
O -2.233 -2.404 -2.010
H -0.952 -3.583 -4.045
H -2.679 -3.866 -4.185
H -1.873 -2.778 -5.332
H -3.152 -1.499 -3.587
H -0.119 -1.273 -3.204
H -1.301 -0.040 -2.792
H -1.043 -0.475 -4.493
H -1.374 -2.793 -1.792



Formula: C20H22Br2F5O3PS2
Source: the Open Molecules 2025 dataset
Level of theory: ωB97M-V/def2-TZVPD

Results
* SMILES: O=S1(=O)C[C@H](CC[C@](F)(Br)C(F)(F)Br)[C@H]([PH2]=S)CO1.Fc1ccccc1.Fc1ccccc1
* E_HOMO: -9.07 eV
* molar mass: 660.30 u
* orbital gap: 0.3454 Eh
* max |F|: 1.57 eV Å⁻¹
* lowest unoccupied orbital energy: 0.33 eV

Geometry (Å):
O 7.005 -3.935 -0.678
S 6.946 -2.547 -1.044
O 7.159 -2.214 -2.413
C 5.326 -1.973 -0.504
C 5.295 -1.912 1.020
C 3.947 -1.546 1.675
C 2.689 -2.158 1.046
C 1.650 -1.143 0.538
F 1.901 0.110 0.961
Br -0.122 -1.616 1.266
C 1.534 -1.143 -1.015
F 0.857 -2.237 -1.432
F 2.761 -1.167 -1.571
Br 0.562 0.425 -1.655
C 6.419 -0.969 1.485
P 6.470 0.651 0.594
S 4.769 1.563 0.311
C 7.741 -1.711 1.246
O 8.042 -1.780 -0.160
H 4.697 -2.750 -0.922
H 5.058 -1.040 -0.988
H 5.568 -2.909 1.358
H 3.889 -0.469 1.766
H 4.010 -1.932 2.689
H 2.909 -2.841 0.231
H 2.193 -2.769 1.787
H 6.328 -0.777 2.550
H 7.173 0.494 -0.604
H 7.318 1.421 1.407
H 7.679 -2.726 1.624
H 8.550 -1.169 1.721
F -1.805 2.687 -2.965
C -2.849 1.874 -2.698
C -3.250 0.966 -3.656
C -4.319 0.129 -3.373
C -4.971 0.215 -2.151
C -4.552 1.139 -1.204
C -3.479 1.976 -1.475
H -2.730 0.918 -4.603
H -4.642 -0.594 -4.110
H -5.805 -0.439 -1.936
H -5.061 1.209 -0.254
H -3.129 2.698 -0.749
F -6.311 0.701 1.466
C -7.317 1.604 1.438
C -8.177 1.608 0.360
C -9.208 2.536 0.335
C -9.358 3.441 1.376
C -8.477 3.419 2.448
C -7.446 2.491 2.486
H -8.037 0.897 -0.444
H -9.895 2.550 -0.500
H -10.161 4.165 1.351
H -8.589 4.126 3.258
H -6.751 2.451 3.314



Formula: C5H11NS
Source: the Open Molecules 2025 dataset
Level of theory: ωB97M-V/def2-TZVPD

Results
* SMILES: [NH3+][S-].CC=C=CC
* E_HOMO: -7.93 eV
* molar mass: 117.22 u
* orbital gap: 0.2882 Eh
* max |F|: 3.82 eV Å⁻¹
* lowest unoccupied orbital energy: -0.09 eV

Geometry (Å):
N -4.257 -1.160 0.198
S -2.823 -0.054 0.195
H -4.440 -1.417 1.149
H -5.141 -0.571 -0.124
H -4.141 -1.945 -0.476
C 0.932 2.272 0.020
C 0.280 0.972 0.266
C 1.123 0.055 0.645
C 2.123 -0.728 0.639
C 2.662 -1.208 -0.711
H 1.006 2.971 0.811
H 0.604 2.931 -0.836
H 1.933 1.848 -0.341
H -0.784 0.862 0.203
H 2.746 -0.848 1.449
H 3.026 -2.200 -0.648
H 3.353 -0.543 -1.050
H 1.797 -1.239 -1.388



Formula: C35H36ClF13I2NO7PS2
Source: the Open Molecules 2025 dataset
Level of theory: ωB97M-V/def2-TZVPD

Results
* E_HOMO: -9.09 eV
* molar mass: 1214.02 u
* orbital gap: 0.3083 Eh
* max |F|: 2.62 eV Å⁻¹
* lowest unoccupied orbital energy: -0.70 eV

Geometry (Å):
C 2.194 -2.479 5.234
C 0.814 -2.534 4.556
C 0.510 -1.684 3.298
I 2.352 -1.794 2.132
C 0.016 -0.194 3.567
P -0.711 -0.156 5.386
C 0.743 0.034 6.477
O -1.406 1.320 5.578
O 1.326 0.470 3.654
S 1.532 2.011 3.705
O 0.859 2.671 4.768
O 2.937 2.203 3.604
C 0.770 2.389 2.109
S 1.254 4.118 1.809
O 2.231 4.050 0.781
O 1.567 4.779 3.018
F 0.001 4.826 1.228
C -0.741 1.973 2.051
C -1.185 2.357 0.602
C -0.198 2.434 -0.588
C -0.948 2.107 -1.884
N -0.015 1.936 -3.003
C -1.463 2.945 3.063
C -2.919 3.359 3.026
O -3.574 3.330 3.982
Cl -3.626 4.159 1.607
C -0.953 0.406 2.431
I -0.539 -0.620 0.498
C -2.418 -0.076 2.736
F -2.214 -1.346 3.263
F -3.002 0.614 3.724
C -3.603 -0.483 1.728
F -3.341 -1.552 0.962
F -4.509 -1.001 2.656
C -4.563 0.508 1.027
F -3.995 1.122 -0.025
F -5.014 1.396 1.923
C -5.864 -0.197 0.461
F -6.769 -0.410 1.397
F -5.606 -1.297 -0.230
F -6.399 0.694 -0.395
H 2.864 -3.240 4.858
H 2.638 -1.492 5.259
H 2.029 -2.738 6.282
H 0.001 -2.526 5.277
H 0.784 -3.551 4.161
H -0.262 -2.233 2.782
H 0.433 0.699 7.280
H 0.940 -0.928 6.935
H 1.634 0.463 6.034
H -2.154 1.262 6.179
H 1.372 1.791 1.431
H -1.508 3.384 0.678
H -2.069 1.839 0.265
H 0.653 1.758 -0.547
H 0.200 3.434 -0.728
H -1.600 2.953 -2.107
H -1.554 1.212 -1.742
H 0.932 1.809 -2.672
H -0.256 1.125 -3.553
H -1.327 2.557 4.066
H -0.967 3.913 3.093
F -0.245 -2.176 -2.563
C -1.435 -2.515 -3.115
C -2.526 -2.692 -2.290
C -3.743 -3.031 -2.861
C -3.849 -3.196 -4.236
C -2.735 -3.015 -5.044
C -1.515 -2.667 -4.483
H -2.421 -2.566 -1.220
H -4.611 -3.168 -2.230
H -4.799 -3.464 -4.676
H -2.812 -3.147 -6.114
H -0.637 -2.514 -5.095
F 7.426 2.540 -3.310
C 6.557 3.424 -2.774
C 6.637 4.749 -3.148
C 5.739 5.651 -2.597
C 4.787 5.222 -1.683
C 4.728 3.884 -1.319
C 5.617 2.972 -1.871
H 7.391 5.063 -3.857
H 5.784 6.693 -2.883
H 4.090 5.928 -1.252
H 3.989 3.553 -0.605
H 5.585 1.923 -1.607
F -0.913 -5.269 -7.406
C 0.243 -5.610 -6.798
C 0.498 -6.941 -6.540
C 1.690 -7.281 -5.918
C 2.599 -6.296 -5.556
C 2.317 -4.963 -5.822
C 1.133 -4.615 -6.452
H -0.227 -7.692 -6.824
H 1.909 -8.320 -5.714
H 3.524 -6.567 -5.068
H 3.020 -4.192 -5.538
H 0.898 -3.583 -6.678